# 1
The following is a DFT calculation (ωB97M-V with the def2-TZVPD basis set) of a cluster of 9 separate species, C38H45F12I2N2O24 in total.

Calculated values
Net charge = +1
Lowest unoccupied orbital energy = -3.126 eV
HOMO energy = -11.4 eV
Relative energy (zero: lowest compared OMol25 entry of this formula, charge and spin) = 0.0 kcal/mol
Largest force on an atom = 1.3 eV/Å

Each line ends with the Löwdin charge.
Cartesian coordinates (Å):
C1 5.709 -5.032 -3.592  -0.099
C2 5.694 -3.881 -4.614  -0.241
C3 4.980 -2.621 -4.101  -0.212
C4 4.130 -1.943 -5.186  -0.186
C5 2.977 -2.873 -5.613  -0.175
C6 1.603 -2.301 -5.226  -0.093
N1 1.287 -2.659 -3.830  0.049
C7 1.569 -1.884 -2.794  0.038
N2 1.130 -2.489 -1.679  0.098
C8 1.132 -2.075 -0.277  -0.437
F1 0.087 -2.731 0.253  0.146
F2 2.230 -2.491 0.344  0.190
C9 0.904 -0.566 -0.045  -0.275
F3 0.483 -0.462 1.237  0.102
F4 -0.087 -0.135 -0.842  0.119
C10 0.577 -3.703 -2.032  0.066
C11 0.654 -3.819 -3.384  -0.224
C12 0.082 -4.975 -4.135  -0.708
I1 1.544 -6.234 -5.064  0.913
C13 -1.116 -4.533 -5.080  -0.789
C14 -2.333 -5.406 -4.739  -0.144
I2 -0.655 -4.715 -7.170  0.860
H1 6.633 -5.040 -3.020  0.071
H2 4.868 -4.974 -2.903  0.058
H3 5.635 -5.997 -4.089  0.067
H4 6.711 -3.680 -4.937  0.112
H5 5.171 -4.269 -5.489  0.096
H6 5.726 -1.937 -3.703  0.108
H7 4.307 -2.936 -3.299  0.087
H8 4.802 -1.784 -6.026  0.121
H9 3.752 -0.992 -4.830  0.069
H10 2.983 -3.087 -6.676  0.124
H11 3.088 -3.776 -5.029  0.028
H12 0.810 -2.621 -5.889  0.052
H13 1.643 -1.216 -5.275  0.131
H14 2.066 -0.930 -2.816  0.177
H15 1.805 0.039 -0.164  0.166
H16 0.144 -4.435 -1.381  0.156
H17 -0.366 -5.609 -3.380  0.065
H18 -1.299 -3.486 -4.865  0.072
H19 -2.766 -5.027 -3.815  0.079
H20 -1.977 -6.418 -4.567  0.082
H21 -3.043 -5.381 -5.554  0.062
C15 4.456 3.113 -5.352  -0.045
C16 4.581 1.891 -4.475  -0.307
O1 5.467 1.066 -5.216  0.110
C17 6.260 1.906 -5.958  -0.538
O2 7.265 1.581 -6.484  0.200
O3 5.734 3.155 -5.983  0.086
F5 3.376 1.250 -4.335  0.038
H22 3.679 2.989 -6.109  0.147
H23 4.267 4.024 -4.789  0.140
H24 4.997 2.076 -3.492  0.131
C18 -0.426 2.340 2.831  -0.049
C19 0.843 2.751 3.541  -0.303
O4 0.366 3.633 4.535  0.143
C20 -0.910 3.258 4.837  -0.541
O5 -1.507 3.623 5.790  0.190
O6 -1.389 2.407 3.890  0.074
F6 1.684 3.419 2.713  0.051
H25 -0.703 3.048 2.047  0.144
H26 -0.379 1.342 2.411  0.117
H27 1.386 1.930 4.010  0.181
C21 -4.231 -3.155 0.818  -0.050
C22 -3.244 -4.123 0.222  -0.321
O7 -3.899 -4.556 -0.957  0.119
C23 -4.723 -3.537 -1.356  -0.553
O8 -5.207 -3.456 -2.433  0.180
O9 -4.873 -2.634 -0.362  0.083
F7 -3.016 -5.189 1.021  0.090
H28 -4.961 -3.659 1.444  0.138
H29 -3.757 -2.363 1.387  0.133
H30 -2.285 -3.673 -0.051  0.150
C24 -6.035 -0.718 5.003  -0.038
C25 -6.976 -1.894 4.946  -0.293
O10 -6.318 -2.759 4.017  0.135
C26 -4.990 -2.501 4.103  -0.563
O11 -4.135 -3.201 3.661  0.145
O12 -4.763 -1.347 4.754  0.084
F8 -8.187 -1.557 4.453  0.089
H31 -6.242 0.002 4.209  0.152
H32 -6.043 -0.213 5.959  0.093
H33 -7.107 -2.416 5.894  0.181
C27 -5.970 3.583 8.142  -0.030
C28 -4.742 2.727 7.949  -0.300
O13 -5.275 1.410 8.039  0.138
C29 -6.565 1.477 7.622  -0.553
O14 -7.211 0.524 7.311  0.148
O15 -6.997 2.748 7.578  0.097
F9 -3.837 2.908 8.936  0.086
H34 -6.182 3.760 9.196  0.152
H35 -5.916 4.535 7.626  0.111
H36 -4.247 2.849 6.984  0.169
C30 2.680 5.499 -0.304  -0.022
C31 1.738 4.319 -0.273  -0.299
O16 2.311 3.451 -1.250  0.135
C32 3.640 3.715 -1.278  -0.537
O17 4.454 3.004 -1.782  0.139
O18 3.921 4.868 -0.656  0.101
F10 0.484 4.652 -0.659  0.082
H37 2.405 6.217 -1.076  0.150
H38 2.762 6.009 0.651  0.149
H39 1.695 3.801 0.683  0.144
C33 6.473 -0.029 0.803  -0.027
C34 5.456 0.190 -0.291  -0.312
O19 4.331 0.673 0.416  0.096
C35 4.807 1.313 1.531  -0.542
O20 4.161 2.061 2.183  0.182
O21 6.096 0.987 1.748  0.096
F11 5.116 -0.969 -0.919  0.060
H40 6.370 -1.014 1.260  0.149
H41 7.499 0.108 0.475  0.147
H42 5.749 0.932 -1.035  0.160
C36 -5.258 5.937 3.948  -0.050
C37 -5.404 7.441 3.914  -0.312
O22 -6.435 7.667 4.859  0.144
C38 -6.383 6.656 5.768  -0.542
O23 -6.918 6.660 6.823  0.190
O24 -5.613 5.636 5.301  0.053
F12 -5.805 7.883 2.699  0.081
H43 -5.960 5.451 3.269  0.146
H44 -4.249 5.598 3.729  0.136
H45 -4.512 7.991 4.217  0.175

***

# 2
The following is a DFT calculation (ωB97M-V with the def2-TZVPD basis set) of a cluster of 2 separate species, Cl2HNS in total.

Calculated values
Net charge = 0
Lowest unoccupied orbital energy (alpha / beta) = -1.408 / -1.015 eV
HOMO energy (alpha / beta) = -9.7 / -9.1 eV
Relative energy (zero: lowest compared OMol25 entry of this formula, charge and spin) = 103.6 kcal/mol
Largest force on an atom = 2.2 eV/Å

Each line ends with the Löwdin charge.
Cartesian coordinates (Å):
N1 -0.169 0.378 0.596  -1.567
S1 -1.088 0.204 -0.682  0.473
Cl1 -0.134 -0.895 1.736  0.533
Cl2 1.191 1.468 0.448  0.506
H1 0.199 -1.155 -2.098  0.055

***

# 3
The following is a DFT calculation (ωB97M-V with the def2-TZVPD basis set) of a structure of composition C4H10O2Sr.

Calculated values
Net charge = 0
Lowest unoccupied orbital energy = -0.117 eV
HOMO energy = -6.6 eV
Relative energy (zero: lowest compared OMol25 entry of this formula, charge and spin) = 16.2 kcal/mol
Largest force on an atom = 2.4 eV/Å

Each line ends with the Löwdin charge.
Cartesian coordinates (Å):
C1 -1.148 1.177 1.356  -0.380
O1 -1.742 0.151 0.446  -0.431
C2 -1.385 0.238 -0.911  -0.228
C3 0.122 0.160 -1.124  -0.201
O2 0.642 -0.841 -0.252  -0.413
C4 1.997 -1.180 -0.506  -0.082
H1 -1.990 1.562 1.950  0.023
H2 -0.775 2.016 0.745  0.020
H3 -1.753 1.177 -1.358  0.135
H4 -1.875 -0.609 -1.411  0.129
H5 0.621 1.116 -0.905  0.129
H6 0.334 -0.110 -2.169  0.133
H7 2.086 -1.635 -1.502  0.101
H8 2.634 -0.285 -0.444  0.106
H9 2.304 -1.905 0.256  0.092
H10 0.098 -0.239 3.870  -0.291
Sr1 -0.171 -0.792 1.959  1.158

***

# 4
The following is a DFT calculation (ωB97M-V with the def2-TZVPD basis set) of a cluster of 7 separate species, C33H41N7O11 in total.

Calculated values
Structure (SMILES) = O=[N+]([O-])c1ccccc1.O=[N+]([O-])c1ccccc1.O=[N+]([O-])c1ccccc1.O=[N+]([O-])c1ccccc1.CN(C)C=O.CN(C)C=O.CN(C)C=O
Net charge = 0
Lowest unoccupied orbital energy = -1.265 eV
HOMO energy = -8.9 eV
Relative energy (zero: lowest compared OMol25 entry of this formula, charge and spin) = 487.8 kcal/mol
Largest force on an atom = 12.0 eV/Å

Each line ends with the Löwdin charge.
Cartesian coordinates (Å):
O1 -0.411 -0.574 -1.667  0.005
N1 -0.367 -0.077 -0.442  -0.280
O2 -1.438 0.146 0.179  0.027
C1 0.855 0.123 0.347  -0.070
C2 2.058 0.875 -0.308  0.028
C3 3.380 1.022 0.362  -0.055
C4 3.499 0.321 1.621  -0.094
C5 2.395 -0.313 2.312  -0.095
C6 1.015 -0.515 1.783  0.060
H1 1.815 1.210 -1.340  0.079
H2 4.181 1.549 -0.076  0.068
H3 4.539 0.285 2.002  0.094
H4 2.661 -0.460 3.386  0.095
H5 0.069 -1.155 2.413  0.176
O3 -5.574 -1.144 3.505  0.021
N2 -4.649 -1.951 3.762  -0.356
O4 -4.797 -3.098 4.162  0.080
C7 -3.339 -1.249 3.882  -0.050
C8 -3.096 0.262 3.635  0.046
C9 -1.753 0.902 4.045  0.036
C10 -0.571 0.054 4.711  -0.040
C11 -0.780 -1.272 4.804  -0.061
C12 -2.144 -2.077 4.590  0.172
H6 -3.993 0.681 3.243  0.064
H7 -1.421 1.862 3.775  0.054
H8 0.143 0.699 4.709  0.024
H9 -0.190 -1.766 5.277  -0.025
H10 -2.392 -3.034 4.779  0.033
O5 2.517 -1.786 -2.818  -0.006
N3 2.129 -1.008 -3.804  -0.342
O6 1.559 -1.435 -4.779  0.087
C13 2.710 0.345 -3.934  -0.071
C14 4.079 0.619 -3.219  0.021
C15 4.605 2.080 -3.384  -0.072
C16 3.868 3.128 -4.126  -0.111
C17 2.604 2.834 -4.705  -0.080
C18 1.925 1.492 -4.733  0.094
H11 4.621 -0.063 -2.440  0.122
H12 5.681 2.335 -2.983  0.113
H13 4.321 4.126 -4.055  0.090
H14 2.117 3.669 -5.229  0.100
H15 1.017 1.499 -5.230  0.060
O7 -1.133 -5.333 0.416  0.021
N4 -1.545 -4.106 0.360  -0.353
O8 -0.925 -3.134 0.624  0.088
C19 -3.001 -3.933 0.321  -0.042
C20 -3.648 -2.463 0.360  0.049
C21 -5.104 -2.381 0.586  -0.029
C22 -6.022 -3.644 0.622  -0.022
C23 -5.520 -4.949 0.249  -0.020
C24 -3.967 -5.138 0.216  0.076
H16 -3.129 -1.591 0.285  0.016
H17 -5.595 -1.472 0.914  0.074
H18 -6.793 -3.390 1.083  -0.005
H19 -6.185 -5.833 0.150  0.092
H20 -3.457 -5.984 -0.074  0.048
C25 -4.305 -0.147 -2.888  -0.063
N5 -3.727 0.879 -3.714  -0.125
C26 -4.720 1.890 -4.387  0.005
C27 -2.419 1.097 -3.790  -0.328
O9 -2.022 2.125 -4.360  -0.040
H21 -4.400 -1.034 -3.506  0.095
H22 -5.240 -0.019 -2.396  0.084
H23 -3.666 -0.465 -2.179  0.024
H24 -4.380 1.796 -5.391  0.062
H25 -4.866 2.873 -4.118  0.042
H26 -5.840 1.605 -4.550  0.115
H27 -1.628 0.442 -3.492  0.110
C28 1.784 4.689 -1.232  -0.025
N6 1.484 5.612 -2.407  -0.163
C29 2.510 6.658 -2.718  -0.064
C30 0.407 5.603 -3.064  -0.440
O10 0.211 6.299 -4.043  0.003
H28 0.841 4.476 -0.890  0.028
H29 2.174 5.260 -0.376  0.087
H30 2.136 3.556 -1.388  0.109
H31 3.373 6.756 -1.783  0.151
H32 2.081 7.710 -3.088  0.115
H33 2.897 6.505 -3.745  0.057
H34 -0.401 4.964 -2.726  0.139
C31 5.456 -2.658 3.868  -0.010
N7 4.078 -3.086 4.246  -0.168
C32 3.544 -2.733 5.575  -0.061
C33 3.326 -3.530 3.296  -0.445
O11 2.146 -3.770 3.268  0.014
H35 5.911 -3.360 3.515  -0.026
H36 6.216 -2.572 4.725  0.138
H37 5.340 -1.830 3.194  0.077
H38 3.877 -1.715 5.955  0.091
H39 4.149 -3.240 6.328  0.060
H40 2.396 -3.014 5.879  0.143
H41 3.887 -3.376 2.224  0.177